Here is a structure of composition C19H27N5O2PbS from OMol25. Energies are from ωB97M-V with the def2-TZVPD basis set.

Geometry (Å):
Pb: 2.72046 -0.07098 -0.01889
C: 3.45219 2.03444 -4.89726
C: 2.58989 1.91002 -3.66669
O: 3.33428 1.32492 -2.54553
H: 2.86879 2.46110 -5.71320
H: 3.83162 1.06629 -5.22484
H: 4.29802 2.70206 -4.72237
H: 1.74655 1.23816 -3.83172
H: 2.20430 2.87898 -3.34920
H: 4.19220 1.77152 -2.52791
N: -4.47987 2.97854 1.52100
C: -5.87431 3.03476 1.36531
C: -6.83899 3.82068 1.86003
C: -8.18026 3.50754 1.39504
C: -8.51538 2.47185 0.48214
C: -7.53635 1.67665 -0.01959
C: -6.15558 1.95045 0.41951
N: -5.08216 1.34665 0.06265
C: -4.01901 1.99503 0.76313
C: -2.65947 1.55870 0.59344
C: -1.57833 2.16477 1.25511
C: -0.30894 1.67388 1.02246
N: -0.06173 0.64444 0.19494
C: -1.08658 0.06627 -0.43063
C: -2.40433 0.48380 -0.26833
H: -3.93664 3.59096 2.12008
H: -6.69048 4.63823 2.55484
H: -8.99030 4.11909 1.78726
H: -9.55394 2.33474 0.20853
H: -7.71647 0.86294 -0.71395
H: -1.69617 2.99912 1.93421
H: 0.54015 2.12763 1.51823
H: -0.86070 -0.76535 -1.08628
H: -3.20158 -0.01585 -0.80037
C: 2.64265 -3.57628 3.85890
N: 3.52649 -3.51981 2.70315
C: 4.85288 -4.16851 2.74862
C: 5.46184 -3.83557 1.37359
N: 4.35086 -3.11717 0.71421
C: 3.29115 -3.00576 1.52276
S: 1.77631 -2.28404 1.03680
H: 2.44493 -4.61726 4.11174
H: 1.70626 -3.07579 3.63496
H: 3.12465 -3.09384 4.70816
H: 4.72154 -5.23827 2.90693
H: 5.43135 -3.76528 3.57737
H: 5.72543 -4.72786 0.81155
H: 6.33609 -3.19349 1.44661
H: 4.28205 -3.00440 -0.28232
C: 2.54701 -2.44126 -2.73321
O: 2.83740 -1.18721 -2.05953
H: 1.81873 -2.27490 -3.52332
H: 2.12454 -3.11363 -1.99030
H: 3.46343 -2.85138 -3.15218
H: 3.18354 -0.49033 -2.65562

## Properties
Molar mass (g/mol): 596.7
Electronic energy (eV): -47729.2685
Gap between HOMO and LUMO (eV): 3.1
Charge: +4
Energy above the lowest of the compared OMol25 structures with the same formula, charge and spin (kcal per mole): 21.4